Arrangement one

DFT (ωB97M-V with the def2-TZVPD basis set) results for a structure of composition C23H14Cl4N2O4S6W.

Last column: natural (NBO) charge in e.
Element x y z (Å)
1 W -0.2792 -0.3365 -0.4528  1.0692
2 O -1.8952 0.0567 -1.7323  -0.5854
3 N -1.8156 1.1904 -2.4447  -0.0389
4 C -2.6912 2.1665 -2.1559  0.0678
5 C -2.7385 3.3088 -2.9072  -0.3221
6 C -1.8373 3.4363 -3.9734  -0.1764
7 C -0.9187 2.4480 -4.2177  -0.2576
8 C -0.8474 1.2899 -3.4161  0.0521
9 S 0.3268 0.0908 -3.4794  -0.1246
10 H -3.3045 1.9575 -1.2921  0.2468
11 H -3.4399 4.0895 -2.6526  0.2112
12 H -1.8462 4.3276 -4.5892  0.1985
13 H -0.1868 2.5403 -5.0068  0.2197
14 O 1.9329 -6.9596 -0.1822  -0.6272
15 C 1.5918 -5.8110 -0.3649  0.1756
16 S 0.0211 -5.3435 -1.0325  0.2840
17 C 0.2788 -3.6075 -1.0185  -0.4338
18 C 1.4591 -3.1749 -0.5368  -0.4077
19 S 1.8844 -1.4822 -0.5332  -0.0570
20 S 2.5907 -4.4057 -0.0023  0.3153
21 S -0.8971 -2.5167 -1.6796  -0.0600
22 Cl -0.1677 2.1277 6.0711  -0.0186
23 C -0.6161 1.8433 4.4186  -0.1124
24 C -1.7131 2.4861 3.8749  -0.1124
25 Cl -2.6566 3.5800 4.8371  -0.0195
26 C -2.0692 2.2488 2.5377  -0.1359
27 Cl -3.4484 3.0232 1.8286  -0.0236
28 C -1.3285 1.3819 1.7463  0.2733
29 O -1.5837 1.0812 0.5138  -0.7203
30 C -0.1962 0.7162 2.3100  0.3375
31 O 0.4167 -0.1088 1.5152  -0.6993
32 C 0.1389 0.9543 3.6361  -0.1608
33 Cl 1.5086 0.1243 4.2970  -0.0078
34 C -2.3062 -4.5055 2.2112  -0.5930
35 C -2.9866 -3.1328 2.2080  -0.4915
36 C -2.1900 -2.1698 1.4637  0.3832
37 N -1.5192 -1.5306 0.7931  -0.3359
38 H -2.9254 -5.2312 2.7396  0.1971
39 H -1.3351 -4.4482 2.7008  0.2234
40 H -2.1438 -4.8532 1.1916  0.2340
41 H -3.1259 -2.7589 3.2241  0.2387
42 H -3.9731 -3.1883 1.7423  0.2350
43 S 0.8213 1.8974 -0.7305  -0.1949
44 C 2.5658 1.6925 -0.8974  -0.1517
45 C 3.3584 1.3722 0.2077  -0.1623
46 C 4.7345 1.2655 0.0824  -0.2380
47 C 5.3496 1.4844 -1.1436  -0.2587
48 C 4.5699 1.8037 -2.2472  -0.2162
49 C 3.1917 1.9049 -2.1268  -0.2331
50 H 2.8733 1.1901 1.1589  0.2220
51 H 5.3298 1.0005 0.9492  0.1942
52 H 6.4261 1.3960 -1.2401  0.1871
53 H 5.0361 1.9628 -3.2139  0.1880
54 H 2.5761 2.1259 -2.9893  0.2228

Computed properties:
**Charge**: -2
**HOMO-LUMO gap**: 5.450 eV

---

Arrangement two

DFT (ωB97M-V with the def2-TZVPD basis set) results for a structure of composition C23H14Cl4N2O4S6W.

Last column: natural (NBO) charge in e.
Element x y z (Å)
1 W -0.1147 -0.4468 -0.1886  1.2280
2 O -1.6996 -0.1875 -1.4859  -0.5879
3 N -1.6744 0.9155 -2.2486  -0.0379
4 C -2.5876 1.8687 -2.0175  0.0617
5 C -2.6298 2.9994 -2.7855  -0.3081
6 C -1.6981 3.1436 -3.8221  -0.1703
7 C -0.7534 2.1677 -4.0241  -0.2730
8 C -0.6931 1.0245 -3.2048  0.0652
9 S 0.4947 -0.1712 -3.2499  -0.1111
10 H -3.2468 1.6662 -1.1868  0.2430
11 H -3.3569 3.7672 -2.5650  0.2105
12 H -1.7067 4.0321 -4.4413  0.2004
13 H 0.0011 2.2622 -4.7912  0.2233
14 O 2.8850 -6.9407 -0.1493  -0.6311
15 C 2.4060 -5.8377 -0.3130  0.1731
16 S 0.8297 -5.5438 -1.0525  0.2848
17 C 0.8402 -3.7807 -0.9475  -0.4172
18 C 1.9235 -3.2352 -0.3715  -0.4066
19 S 2.1866 -1.5252 -0.1798  -0.1026
20 S 3.1858 -4.3346 0.1691  0.3096
21 S -0.4978 -2.8948 -1.5768  -0.1241
22 Cl 0.0004 1.9960 6.3541  -0.0138
23 C -0.4837 1.6999 4.7168  -0.1124
24 C -1.6193 2.3044 4.2064  -0.1130
25 Cl -2.5650 3.3678 5.1964  -0.0164
26 C -1.9978 2.0583 2.8779  -0.1356
27 Cl -3.4405 2.7675 2.2275  -0.0249
28 C -1.2443 1.2360 2.0469  0.2717
29 O -1.5381 0.9713 0.8124  -0.7232
30 C -0.0771 0.6066 2.5830  0.3317
31 O 0.5782 -0.1662 1.7669  -0.6979
32 C 0.2697 0.8346 3.9080  -0.1541
33 Cl 1.6536 0.0117 4.5474  -0.0021
34 C -3.4268 -4.0772 1.9720  -0.5896
35 C -3.6097 -2.5782 1.6954  -0.4933
36 C -2.3805 -1.9757 1.2155  0.3721
37 N -1.3716 -1.6702 0.7574  -0.3829
38 H -4.3730 -4.5156 2.2925  0.1961
39 H -2.6828 -4.2317 2.7519  0.2172
40 H -3.0877 -4.5853 1.0703  0.2292
41 H -3.9363 -2.0585 2.5979  0.2418
42 H -4.3796 -2.4290 0.9343  0.2381
43 S 0.8061 1.8968 -0.4943  -0.2279
44 C 2.5077 1.8232 -0.9829  -0.1478
45 C 3.4922 1.4595 -0.0631  -0.1641
46 C 4.8246 1.4048 -0.4423  -0.2345
47 C 5.1989 1.7293 -1.7386  -0.2574
48 C 4.2302 2.1308 -2.6479  -0.2148
49 C 2.8981 2.1974 -2.2686  -0.2283
50 H 3.1928 1.1908 0.9420  0.2215
51 H 5.5740 1.0905 0.2754  0.1954
52 H 6.2393 1.6668 -2.0383  0.1879
53 H 4.5108 2.3778 -3.6665  0.1884
54 H 2.1434 2.5167 -2.9731  0.2134

Computed properties:
**Charge**: -2
**HOMO-LUMO gap (spin up / spin down)**: 5.309 / 5.246 eV

---

The structure with the most favorable energy is arrangement one; the runner-up is 0.762 eV above it.

---

Arrangement one

DFT (ωB97M-V with the def2-TZVPD basis set) results for a structure of composition C10H9NO2.

Last column: natural (NBO) charge in e.
Element x y z (Å)
1 C 4.1734 -0.5466 0.0932  -0.1340
2 C 2.0512 0.3114 0.0411  0.3272
3 C 1.2077 1.4630 -0.3940  -0.2399
4 C -0.1496 1.3880 -0.2977  -0.1930
5 C -0.7370 0.1984 0.0251  -0.0790
6 C -0.0380 -0.9534 0.3068  -0.2015
7 C 1.3173 -0.8391 0.2920  -0.3230
8 C -2.3912 0.1212 0.1190  0.5285
9 C -4.2873 0.4155 0.4209  -0.1525
10 C -4.1821 -0.5616 -0.5110  0.0095
11 H 4.2825 -0.9850 0.8311  0.1523
12 H 4.0980 -1.0180 -0.6200  0.1446
13 H 5.3148 0.0142 0.2075  0.1374
14 H 1.5442 2.3926 -0.4979  0.2067
15 H -0.7681 2.3590 -0.6545  0.2323
16 H -0.2799 -1.9014 0.6739  0.2262
17 H 1.7177 -1.8578 0.2952  0.2095
18 H -5.2702 0.5525 0.9681  0.2202
19 H -5.0568 -1.1958 -1.2424  0.2350
20 N -3.0221 0.9661 0.8079  -0.4369
21 O 3.3208 0.4539 -0.1697  -0.4602
22 O -2.8451 -0.7770 -0.6948  -0.4093

Computed properties:
**HOMO-LUMO gap**: 9.088 eV

---

Arrangement two

DFT (ωB97M-V with the def2-TZVPD basis set) results for the molecule C10H9NO2.

Last column: natural (NBO) charge in e.
Element x y z (Å)
1 O 3.2534 1.5922 -0.3269  -0.7194
2 C 2.2624 1.4997 0.6426  -0.1009
3 C 1.3267 0.5378 0.0701  -0.0083
4 C 1.7889 -0.3478 -0.9542  -0.2392
5 C 0.7153 -1.0837 -1.5284  -0.2375
6 C -0.4635 -1.4299 -1.1366  0.2746
7 O -1.2492 -2.1836 -1.9380  -0.6536
8 C -0.8381 -0.5658 -0.0816  0.1413
9 N -2.1571 -0.7318 0.2135  -0.4629
10 C -2.6577 -0.2318 1.3068  0.0702
11 C -1.9673 0.9013 2.0433  -0.2676
12 C -0.6499 1.1763 1.5432  -0.1563
13 C -0.0662 0.4691 0.4670  -0.1148
14 H 2.6944 1.3161 -1.2630  0.4774
15 H 2.5248 1.2365 1.7604  0.2021
16 H 1.8686 2.5800 0.8998  0.1661
17 H 2.7981 -0.2307 -1.4572  0.2453
18 H 1.1261 -1.5849 -2.3953  0.2090
19 H -2.2234 -1.8618 -1.7379  0.5074
20 H -3.8355 -0.2774 1.4551  0.1953
21 H -2.5486 1.1453 3.1610  0.2506
22 H -0.0424 1.9797 1.9689  0.2211

Computed properties:
**HOMO-LUMO gap**: 8.360 eV

---

The structure with the most favorable energy is arrangement two; the runner-up is 3.827 eV above it.